The following is a DFT calculation (the ωB97M-V functional and the def2-TZVPD basis) of C4H7NO in the gas phase.

Computed properties:
HOMO: -0.2661 Eh
LUMO energy: 0.2196 eV
DFT total energy: -7794.7846 eV
molar mass: 85.11 g mol⁻¹
energy above the lowest of the compared OMol25 structures with the same formula, charge and spin: 4.8598 eV

Each line ends with the Mulliken charge.
Atoms and positions in Å:
H  1.73269  1.24162  1.18764  0.24
C  -0.00085  1.14658  -1.22965  0.21
H  -1.50580  -0.96632  -0.98921  0.31
C  -0.85920  -1.52656  -0.30591  -0.53
C  0.02862  0.54949  0.02375  -0.01
H  -0.69739  -2.54800  -0.62386  0.33
N  -0.11553  1.57736  -2.31386  -0.55
H  -1.27668  -1.45756  0.70043  0.24
H  0.39263  0.53528  2.13357  0.30
C  0.64343  1.11674  1.23707  -1.03
H  0.17573  2.10005  1.34659  0.33
H  1.06971  -0.98772  -0.98293  0.46
O  0.48397  -0.90636  -0.19259  -0.29

Cartesian forces, eV/Å:
H 0.0506 0.0918 0.1420
C -0.0083 0.5256 -0.7731
H 0.4996 -0.1565 0.0497
C 0.1646 -0.5718 -0.1144
C 0.0806 0.6603 0.0298
H -0.0456 -0.3759 -0.0453
N 0.1243 -0.3555 0.7372
H 0.2306 -0.1250 -0.2773
H 0.0406 0.1275 -0.1515
C 0.1886 0.1843 0.1272
H 0.2123 -0.0293 0.1448
H -0.6800 -0.1289 0.3192
O -0.8580 0.1536 -0.1881

---

The following is a DFT calculation (the ωB97M-V functional and the def2-TZVPD basis) of C4H7NO in the gas phase.

Computed properties:
HOMO: -0.3518 Eh
LUMO energy: -0.1991 eV
DFT total energy: -7797.7991 eV
molar mass: 85.11 g mol⁻¹
structure (SMILES): CC/N=C\C=O
energy above the lowest of the compared OMol25 structures with the same formula, charge and spin: 1.8453 eV

Each line ends with the Mulliken charge.
Atoms and positions in Å:
C  0.36313  0.61923  -0.61753  -0.15
H  2.49050  0.60479  -0.24563  0.31
H  -0.54462  -2.56744  0.02503  0.38
H  1.73193  2.20224  -0.04068  0.33
H  0.44458  0.86923  -1.68190  0.26
H  1.51384  0.94444  1.19339  0.30
C  1.60082  1.12724  0.11734  -1.14
N  0.34133  -0.83229  -0.53585  -0.41
C  -1.92310  -0.97250  0.53546  0.01
H  -0.53548  1.11824  -0.23093  0.19
H  -2.15511  0.10581  0.46238  0.33
O  -2.70282  -1.74134  1.04738  -0.45
C  -0.62500  -1.47767  -0.02847  0.03

Cartesian forces, eV/Å:
C -0.0444 0.1353 -0.0134
H -0.1175 0.0874 0.0473
H -0.0171 0.1218 -0.0135
H -0.0377 -0.1497 0.0229
H 0.0062 -0.0508 0.1362
H 0.0125 0.0186 -0.1495
C 0.0528 0.0314 0.0166
N -0.3349 -0.1359 0.1774
C -0.1657 -0.1059 0.1078
H 0.1392 -0.0931 -0.0598
H 0.0108 -0.1454 0.0370
O 0.2651 0.2915 -0.1845
C 0.2306 -0.0053 -0.1243

---

The following is a DFT calculation (the ωB97M-V functional and the def2-TZVPD basis) of C4H7NO in the gas phase.

Computed properties:
HOMO: -0.3511 Eh
LUMO energy: 1.0171 eV
DFT total energy: -7797.3988 eV
molar mass: 85.11 g mol⁻¹
structure (SMILES): C[C@H]1CN=CO1
energy above the lowest of the compared OMol25 structures with the same formula, charge and spin: 2.2456 eV

Each line ends with the Mulliken charge.
Atoms and positions in Å:
H  0.25813  -1.08892  1.28815  0.32
H  -1.20215  -1.96896  0.85284  0.31
C  0.28884  1.24795  0.02534  -0.66
H  0.02728  2.23941  -0.44331  0.34
H  -1.34000  -0.46888  1.78726  0.30
H  0.35178  1.45231  1.10096  0.31
C  -0.73584  -0.04390  -0.23206  0.26
C  -0.79078  -0.95576  0.98266  -1.12
C  1.19710  -0.28880  -1.23194  0.03
H  -1.38199  0.75456  -0.49492  0.35
H  1.91859  -0.88782  -1.76853  0.40
O  -0.08799  -0.74315  -1.28813  -0.39
N  1.49703  0.75194  -0.57833  -0.46

Cartesian forces, eV/Å:
H -0.2670 -0.0129 0.1638
H -0.0757 0.5546 -0.4346
C -0.0561 -0.8716 0.2716
H -0.2310 -1.1320 0.1408
H 0.0675 -0.0195 0.1246
H 0.3494 -0.1843 -0.1024
C 1.8322 2.1954 1.0539
C 0.0024 0.3690 0.0888
C 0.5516 0.2740 -0.1396
H -2.8758 -1.2345 -0.8774
H -0.0494 -0.0093 -0.1828
O 0.1543 0.5861 0.0452
N 0.5977 -0.5150 -0.1517

---

The following is a DFT calculation (the ωB97M-V functional and the def2-TZVPD basis) of C4H7NO in the gas phase.

Computed properties:
HOMO: -0.3815 Eh
LUMO energy: 0.8434 eV
DFT total energy: -7798.0654 eV
molar mass: 85.11 g mol⁻¹
structure (SMILES): COCCC#N
energy above the lowest of the compared OMol25 structures with the same formula, charge and spin: 1.5790 eV

Each line ends with the Mulliken charge.
Atoms and positions in Å:
H  -1.01297  0.42454  -1.61688  0.26
H  -0.30197  1.95852  -1.08822  0.26
H  -0.03998  -1.77979  1.46053  0.32
O  -0.76545  0.08779  0.89098  -0.32
C  0.96723  0.74258  -2.24303  0.20
N  1.84271  0.56047  -2.97629  -0.39
H  0.72372  -0.79470  -0.22009  0.34
C  -0.71562  -0.98576  1.80623  -0.62
C  -0.09624  0.89605  -1.24755  -0.31
C  0.34270  0.20000  0.04303  -0.47
H  1.16736  0.76018  0.50655  0.28
H  -0.38749  -0.66745  2.80469  0.23
H  -1.72401  -1.40243  1.88006  0.22

Cartesian forces, eV/Å:
H 0.1521 0.0640 0.0277
H 0.0175 -0.1462 0.0134
H -0.1099 0.1140 0.0118
O -0.1693 0.0879 -0.0720
C 0.7545 -0.1358 -0.6608
N -0.8513 0.2304 0.6556
H 0.0023 0.0449 0.0408
C -0.0231 -0.2596 0.1803
C -0.0178 0.0163 -0.0002
C 0.2236 -0.0906 -0.0897
H -0.0956 -0.0571 0.0091
H -0.0096 0.0571 -0.1898
H 0.1266 0.0748 0.0740

---

The following is a DFT calculation (the ωB97M-V functional and the def2-TZVPD basis) of C4H7NO in the gas phase.

Computed properties:
HOMO: -0.2899 Eh
LUMO energy: 0.8637 eV
DFT total energy: -7794.2600 eV
molar mass: 85.11 g mol⁻¹
energy above the lowest of the compared OMol25 structures with the same formula, charge and spin: 5.3844 eV

Each line ends with the Mulliken charge.
Atoms and positions in Å:
H  0.09313  -1.74416  1.03378  0.38
C  -1.06101  0.55400  0.16577  -0.43
H  2.31355  0.04377  0.23167  0.26
H  -1.16770  -1.17459  -1.35624  0.36
H  0.78563  0.42148  -1.49341  0.46
H  1.05813  1.95456  0.17492  0.23
O  -0.70659  -1.88550  0.49627  -0.57
H  -1.51597  1.19089  -0.60874  0.29
C  0.55396  1.08964  0.63598  -0.54
N  1.37743  -0.13888  0.57601  -0.64
H  -1.55354  0.55712  1.11018  0.27
C  -0.72938  -0.82256  -0.41030  -0.28
C  0.55236  -0.04579  -0.55591  0.22

Cartesian forces, eV/Å:
H -0.0885 -0.0837 0.0158
C -0.1366 0.6850 1.2464
H 0.1492 0.3249 0.5509
H -0.0710 0.5692 0.4909
H 0.6872 -0.3477 -0.3489
H -0.7253 -0.1865 0.1728
O 0.2961 0.1860 0.0174
H 0.4207 0.0204 0.6242
C -1.3425 -0.7617 -2.0229
N 0.2642 -0.5255 -0.1028
H -1.0622 -0.0422 0.3562
C 0.2901 0.8861 -0.0462
C 1.3185 -0.7245 -0.9539

---

The following is a DFT calculation (the ωB97M-V functional and the def2-TZVPD basis) of a 2-piece molecular cluster, C4H7NO overall.

Computed properties:
HOMO (spin up / spin down): -0.2959 / -0.2973 Eh
LUMO energy (spin up / spin down): 0.3296 / 0.3610 eV
DFT total energy: -7791.7838 eV
molar mass: 85.11 g mol⁻¹
energy above the lowest of the compared OMol25 structures with the same formula, charge and spin: 7.8606 eV

Each line ends with the Mulliken charge.
Atoms and positions in Å:
H  2.76657  1.32256  -0.25328  0.34
H  -3.72132  -0.41211  0.37980  0.26
C  0.24866  1.15989  -0.09488  -0.17
H  2.91188  -0.39283  -0.72704  0.29
H  -1.91080  -0.32680  -1.55079  0.37
O  0.68724  -1.18635  -0.01122  -0.43
C  -1.87974  0.01464  -0.53682  -0.88
N  1.04931  0.18517  -0.03873  0.30
C  2.48970  0.30210  -0.00050  -0.83
C  -2.72091  0.01292  0.45470  -0.20
H  2.86041  0.04804  0.99319  0.29
H  -0.29592  -1.17733  -0.02677  0.43
H  -2.48509  0.45008  1.41234  0.24

Cartesian forces, eV/Å:
H -0.1046 -0.0826 0.0490
H -0.0216 0.0182 -0.1456
C -2.4858 -0.4371 -0.7332
H -0.0654 0.0718 0.0289
H -0.2691 -0.1371 -0.3203
O 0.4333 -0.2218 -0.0425
C 3.0046 1.3536 0.5936
N -0.7860 -0.8256 -0.0253
C 0.6541 -0.0678 0.1411
C -0.6951 -0.1434 0.3126
H -0.0591 -0.0217 -0.0575
H 0.2504 0.4587 0.0419
H 0.1440 0.0347 0.1573

---

The following is a DFT calculation (the ωB97M-V functional and the def2-TZVPD basis) of C4H7NO in the gas phase.

Computed properties:
HOMO (spin up / spin down): -0.3312 / -0.3312 Eh
LUMO energy (spin up / spin down): -0.6162 / -0.6166 eV
DFT total energy: -7793.2109 eV
molar mass: 85.11 g mol⁻¹
energy above the lowest of the compared OMol25 structures with the same formula, charge and spin: 6.4335 eV

Each line ends with the Mulliken charge.
Atoms and positions in Å:
H  -0.48444  -1.12527  -1.77659  0.25
H  0.43890  1.81022  0.73145  0.35
N  -0.98882  -0.40885  1.21378  -0.50
H  -0.33290  -2.17789  -0.32059  0.25
H  1.21351  1.07383  -0.68035  0.31
O  -1.13304  0.67991  2.06151  -0.38
C  -0.00064  -1.25031  -0.79508  -0.18
C  0.25608  1.23037  -0.17224  -1.05
H  1.84005  -0.67825  -1.66827  0.19
C  -0.34468  -0.10973  0.15415  0.62
C  1.49313  -1.14685  -0.72029  -0.53
H  -0.37806  1.80939  -0.85388  0.29
H  -1.57908  0.29342  2.82639  0.37

Cartesian forces, eV/Å:
H 0.1195 0.0783 0.1828
H -0.1192 -0.0099 -0.0933
N 0.3729 -0.1183 -0.5551
H -0.0323 0.1258 0.0204
H -0.0889 0.1561 0.0525
O -0.2248 0.1240 0.2238
C 0.0411 -0.1539 0.0288
C 0.0399 0.0806 0.0917
H -0.0309 -0.0934 0.1305
C 0.0189 -0.0261 0.3173
C -0.1785 -0.1566 -0.3543
H 0.0173 -0.1043 0.1284
H 0.0649 0.0975 -0.1733

---

The following is a DFT calculation (the ωB97M-V functional and the def2-TZVPD basis) of C4H7NO in the gas phase.

Computed properties:
HOMO: -0.2823 Eh
LUMO energy: 0.6638 eV
DFT total energy: -7793.6656 eV
molar mass: 85.11 g mol⁻¹
energy above the lowest of the compared OMol25 structures with the same formula, charge and spin: 5.9788 eV

Each line ends with the Mulliken charge.
Atoms and positions in Å:
N  0.73977  0.74024  -0.71578  -0.38
H  2.22136  -0.78620  -0.44616  0.28
H  1.23966  -0.42520  1.06475  0.24
H  0.10823  -1.14451  -1.75591  0.34
C  -1.28333  -0.43204  -0.18681  -0.21
C  -0.15686  1.44336  0.16442  -0.64
H  0.23078  1.64267  1.16542  0.29
C  0.05318  -0.57292  -0.82908  -0.25
C  1.29313  -0.40859  -0.02556  -0.29
O  -1.60432  -1.31330  0.76569  -0.38
H  -1.43820  0.73624  0.04927  0.33
H  -0.82086  -1.81357  1.05420  0.32
H  -0.58253  2.33380  -0.30445  0.36

Cartesian forces, eV/Å:
N -0.0160 0.1775 -0.0166
H -0.1635 0.0547 0.0552
H -0.0248 0.0251 -0.1689
H -0.0150 0.0841 0.1640
C 0.2326 0.1349 -0.0526
C 0.1195 0.1251 0.0762
H -0.0585 -0.0431 -0.1314
C -0.1320 -0.2280 -0.1775
C 0.1573 -0.1301 0.1613
O 0.1190 -0.1301 0.0786
H -0.0424 0.0396 -0.0403
H -0.1396 0.0581 -0.0263
H -0.0367 -0.1677 0.0785

---

The following is a DFT calculation (the ωB97M-V functional and the def2-TZVPD basis) of C4H7NO in the gas phase.

Computed properties:
HOMO: -0.3106 Eh
LUMO energy: 0.2601 eV
DFT total energy: -7796.6392 eV
molar mass: 85.11 g mol⁻¹
energy above the lowest of the compared OMol25 structures with the same formula, charge and spin: 3.0052 eV

Each line ends with the Mulliken charge.
Atoms and positions in Å:
C  1.18010  -0.07632  0.26770  0.54
N  1.13035  -1.16776  -0.61398  -0.06
H  -1.95818  1.24113  0.63482  0.31
C  0.24096  -1.41511  -1.52345  -0.42
H  -0.37376  -0.58279  -1.83248  0.28
H  0.35940  1.80360  0.67827  0.29
H  1.77176  -1.89492  -0.32749  0.23
C  -1.30722  0.37528  0.64370  -0.97
H  -1.19886  0.04685  1.67764  0.32
C  0.09237  0.93744  0.08003  -0.66
H  -0.01358  1.24958  -0.96341  0.35
O  2.00103  -0.06937  1.14960  -0.54
H  -1.84386  -0.40567  0.10834  0.34

Cartesian forces, eV/Å:
C 0.1134 0.8833 0.4759
N -0.2362 0.0292 0.1214
H -0.2801 0.1149 0.1709
C 0.1934 -1.8011 -1.4405
H -0.1159 0.7085 0.6145
H 0.0085 0.0154 0.0320
H 0.1059 -0.2702 -0.0121
C 0.9340 0.9968 -0.1398
H 0.1324 0.0670 -0.0290
C -1.2855 -0.5607 0.5618
H 0.0352 -0.1226 0.2071
O -0.1661 0.0397 -0.1655
H 0.5609 -0.1002 -0.3967